Molecular formula: C17H14INO2Yb
Method: DFT, ωB97M-V/def2-TZVPD

Properties
maximum force: 4.9 eV/A
highest occupied orbital energy: -0.491 Eh

Geometry as ORCA input:
```
! wB97M-V def2-TZVPD RIJCOSX def2/J DEFGRID3
* xyz 2 1
O 2.28362 -3.58140 -0.62322
C 1.52159 -2.74060 -0.11325
C -0.00425 -2.54469 -0.51832
C -0.87713 -3.17059 -1.63003
C -2.35502 -2.67736 -1.73076
C -2.99540 -1.62509 -0.76427
C -2.10902 -1.02916 0.38845
C -2.66948 0.04899 1.41458
C -3.24387 1.37762 0.71043
C -2.31360 1.94526 -0.46270
I -0.67189 3.23518 0.26011
C -0.64916 -1.51382 0.44854
C 0.53674 -1.11653 1.42624
O 0.38284 -0.38834 2.43400
N 1.81406 -1.74850 0.97014
C 2.53040 -0.51163 0.49465
C 3.33553 0.34474 1.53659
C 4.06324 1.65824 1.13095
C 3.97741 2.08788 -0.37413
C 3.19474 1.22370 -1.40921
C 2.46782 -0.09039 -0.99335
H -0.42045 -3.95653 -2.32472
H -3.05398 -3.09721 -2.53512
H -4.07500 -1.25521 -0.85170
H -3.55887 -0.44364 1.96467
H -1.93569 0.37204 2.22471
H -4.31589 1.16579 0.34343
H -3.27368 2.19471 1.53002
H -1.85600 1.15604 -1.14823
H -2.95481 2.62820 -1.14085
H 3.39482 0.00324 2.62122
H 4.62724 2.27966 1.91193
H 4.47472 3.06116 -0.69043
H 3.11804 1.55004 -2.50621
H 1.89761 -0.64785 -1.80776
Yb -0.28722 5.80604 -0.18641
*
```

Molecular formula: C4H4N2O
Method: DFT, ωB97M-V/def2-TZVPD

Properties
ΔE to the lowest compared entry with this formula, charge and spin: 358.5 kJ/mol
SMILES: [H]/N=c1/cccno1
maximum force: 2.6 eV/A
highest occupied orbital energy: -0.345 Eh

Geometry as ORCA input:
```
! wB97M-V def2-TZVPD RIJCOSX def2/J DEFGRID3
* xyz 0 1
H -2.01566 -2.00134 -0.79750
N -2.02756 -1.19933 -0.17404
C -0.86135 -0.73746 -0.02024
C -0.64557 0.48986 0.70378
C 0.55545 1.06883 0.67161
C 1.68490 0.24397 0.24343
N 1.53097 -0.83979 -0.42345
O 0.22674 -1.22178 -0.72352
H -1.51551 1.07172 0.98952
H 0.27119 2.02980 0.28243
H 2.73072 0.46575 0.45769
*
```

Molecular formula: C26H61CuN8O9
Method: DFT, ωB97M-V/def2-TZVPD

Properties
<S²>: 0.76
maximum force: 2.0 eV/A
highest occupied orbital energy (spin up / spin down): -0.406 / -0.406 Eh

Geometry as ORCA input:
```
! wB97M-V def2-TZVPD RIJCOSX def2/J DEFGRID3
* xyz 1 2
Cu -2.77239 2.26592 1.65961
C -3.05494 -0.64885 -0.03041
C -1.89569 -0.81128 0.95696
C -0.63060 -1.24952 0.21696
O -1.71225 0.36005 1.70088
H -4.02076 -0.73189 0.46490
H -2.98890 -1.47419 -0.74004
H -3.00340 0.30764 -0.54710
H -2.08443 -1.67020 1.61324
H -0.88216 -2.21629 -0.22786
H 0.21559 -1.40841 0.88395
H -0.38571 -0.60620 -0.63181
C 3.12725 -1.45948 1.77495
C 3.85566 -0.55382 0.81796
O 3.29709 0.43343 0.33554
N 5.14375 -0.82490 0.54889
C 5.93862 -0.16187 -0.46283
H 3.56360 -1.39645 2.77549
H 3.16045 -2.49474 1.44422
H 2.09908 -1.12435 1.88359
H 5.64274 -1.37412 1.23114
H 5.39677 0.56693 -1.05447
H 6.27991 -0.91128 -1.18439
H 6.85524 0.27174 -0.06517
C -1.80830 -2.01805 4.75263
C -0.55699 -1.23194 5.18641
O -0.01223 -1.52255 6.23973
N -0.14029 -0.28951 4.31548
C 0.99921 0.57525 4.61913
H -2.32799 -2.47694 5.58208
H -1.48987 -2.71942 3.98134
H -2.47143 -1.26963 4.30149
H -0.62463 -0.16550 3.43888
H 0.62701 1.54544 4.93134
H 1.53394 0.60498 3.66884
H 1.68029 0.11100 5.32577
C 1.55927 -4.27218 -0.00606
C 2.44282 -5.45177 -0.45910
O 1.95982 -6.50198 -0.79429
N 3.77531 -5.16101 -0.42213
C 4.83881 -6.13476 -0.34467
H 1.75527 -3.26237 -0.37794
H 1.54685 -4.22576 1.08268
H 0.55946 -4.46581 -0.39637
H 3.94847 -4.20872 -0.15129
H 4.42578 -7.13832 -0.40128
H 5.44438 -6.08085 0.56191
H 5.50545 -5.94314 -1.19013
C -0.26979 4.32617 4.43619
C -0.12695 3.46651 3.22920
O -1.10861 3.00551 2.63949
N 1.13428 3.21652 2.84473
C 1.39280 2.38434 1.65777
H -0.58807 3.66905 5.24749
H -1.00529 5.10902 4.25492
H 0.64159 4.86377 4.69334
H 1.89796 3.50439 3.42586
H 1.65158 3.04454 0.82877
H 0.57570 1.71742 1.40935
H 2.31965 1.84710 1.83603
C -1.29422 0.01363 -5.26976
C -1.03054 -0.86651 -4.07273
O -1.09099 -0.36001 -2.96199
N -0.72276 -2.15468 -4.31814
C -0.56824 -3.13350 -3.25048
H -2.31234 0.39731 -5.29254
H -0.96159 -0.39239 -6.22578
H -0.69948 0.92841 -5.18452
H -0.53623 -2.46726 -5.25360
H -1.04943 -4.05737 -3.55440
H -0.87703 -2.68074 -2.31074
H 0.49928 -3.31666 -3.08060
C 2.12388 1.85434 -5.16778
C 2.80067 1.12002 -4.00214
O 4.01640 1.17677 -3.86131
N 1.96932 0.53158 -3.13648
C 2.24809 -0.22957 -1.93910
H 1.86533 1.12273 -5.93489
H 2.86695 2.52770 -5.57894
H 1.22987 2.32972 -4.76561
H 0.97372 0.56007 -3.30341
H 1.93624 -1.26747 -2.05662
H 1.71673 0.13822 -1.05519
H 3.28181 -0.11149 -1.61940
C -6.30944 0.82406 -0.61355
C -5.78826 1.81846 0.40661
O -4.65488 1.75134 0.86105
N -6.69956 2.70470 0.82160
C -6.50528 3.94486 1.56626
H -5.51635 0.54573 -1.30992
H -7.15944 1.18715 -1.18486
H -6.55856 -0.13985 -0.16526
H -7.63626 2.65484 0.45803
H -6.03554 4.69149 0.92006
H -5.82036 3.79954 2.40071
H -7.46703 4.32119 1.89535
O -2.26184 3.14135 -0.28718
C -1.67106 3.21658 -1.36154
N -2.32218 3.59309 -2.48113
C -0.22843 2.80912 -1.54569
H -3.16778 4.09691 -2.24073
H -1.81608 3.79035 -3.32404
H -0.02512 1.94721 -0.91283
H 0.51359 3.59884 -1.43465
H -0.08532 2.50151 -2.58387
*
```

Molecular formula: C3H5N5
Method: DFT, ωB97M-V/def2-TZVPD

Properties
ΔE to the lowest compared entry with this formula, charge and spin: 452.6 kJ/mol
SMILES: [H]/N=c1/nc[nH]n1N=C
maximum force: 4.4 eV/A
highest occupied orbital energy: -0.331 Eh

Geometry as ORCA input:
```
! wB97M-V def2-TZVPD RIJCOSX def2/J DEFGRID3
* xyz 0 1
H 1.38989 1.53324 0.50477
N 0.45644 1.93024 -0.03118
C -0.31175 0.88456 0.08280
N -1.73743 0.80260 -0.07351
C -1.93364 -0.44856 -0.21563
N -0.87956 -1.30190 0.13287
N 0.23257 -0.42504 0.33316
N 1.27078 -0.72904 -0.51711
C 2.44868 -0.48082 0.05302
H -2.93970 -0.95860 -0.21822
H -0.96065 -2.08611 0.87258
H 2.49060 0.16147 1.03745
H 3.40049 -0.31916 -0.62734
*
```